DFT (ωB97M-V/def2-TZVPD) results for a molecular structure, C36H44CaN4O2.

The HOMO energy (alpha / beta) comes out at -6.64 / -7.17 eV. The largest force on an atom comes out at 1.39 eV/A. The molar mass is 604.852 u. For the LUMO energy (alpha / beta), the calculation gives -1.005 / -2.451 eV. The frontier orbital gap (alpha / beta) is 5.6 / 4.7 eV.

XYZ file:
```
87
C36H44CaN4O2, DFT ωB97M-V/def2-TZVPD
Ca -0.52219 -0.58723 0.41832
C -1.98948 -3.07348 -5.09410
C -0.75178 -2.18034 -5.21113
C -0.09393 -1.94937 -3.88976
C 0.99629 -2.55005 -3.36585
C 1.85855 -3.61904 -3.95480
C 1.54600 -5.00115 -3.37582
C 1.17276 -1.97411 -2.02184
N 0.22178 -1.08863 -1.75215
C -0.57682 -1.00501 -2.86901
C -1.62117 -0.13116 -3.02898
C -2.04840 0.87454 -2.11557
C -3.07347 1.88405 -2.42560
C -3.87837 1.92176 -3.68427
C -4.99790 0.87800 -3.69084
C -3.13751 2.69562 -1.34736
C -2.14402 2.18821 -0.38744
C -1.81109 2.79495 0.79722
C -0.75159 2.44568 1.68122
N 0.05023 1.39543 1.53770
C 1.00769 1.48589 2.52075
C 2.09340 0.65736 2.64770
C 2.48454 -0.38830 1.76408
N 1.79830 -0.77627 0.69511
C 2.56225 -1.72091 0.04896
C 2.26430 -2.28968 -1.16204
C 3.79168 -1.96827 0.82012
C 3.74853 -1.13437 1.88197
C 4.72531 -0.98345 3.00296
C 4.25571 -1.68076 4.28203
C 4.82980 -2.98060 0.46034
C 4.40530 -4.40398 0.83058
C 0.73346 2.65741 3.36846
C -0.35706 3.25849 2.84410
C -1.08797 4.47101 3.32254
C -2.37612 4.11533 4.06896
C 1.52324 3.03416 4.57935
C 1.16788 2.17345 5.79431
N -1.54450 1.06196 -0.90026
C -4.03484 3.86461 -1.10222
C -5.20673 3.51216 -0.18261
H -2.46521 -3.21327 -6.06541
H -2.72334 -2.63961 -4.41341
H -1.72116 -4.05461 -4.70055
H -1.03161 -1.22057 -5.65367
H -0.03609 -2.63311 -5.90021
H 2.91161 -3.37755 -3.78559
H 1.72457 -3.63737 -5.03821
H 1.67183 -5.01340 -2.29199
H 2.19954 -5.76281 -3.80261
H 0.51267 -5.28044 -3.58464
H -2.14422 -0.16703 -3.97633
H -3.22181 1.76297 -4.54418
H -4.30659 2.91779 -3.81270
H -4.59912 -0.13026 -3.56714
H -5.55780 0.90900 -4.62621
H -5.69382 1.05400 -2.86970
H -2.36865 3.68631 1.05575
H 2.76713 0.86274 3.46998
H 2.97006 -3.01766 -1.54191
H 4.89344 0.07843 3.20306
H 5.69214 -1.38933 2.69907
H 3.29081 -1.29254 4.61223
H 4.97343 -1.54016 5.09101
H 4.13410 -2.75157 4.11441
H 5.76734 -2.73478 0.96287
H 5.03806 -2.92641 -0.61152
H 4.24187 -4.49055 1.90544
H 5.16899 -5.12670 0.54126
H 3.47175 -4.67676 0.33649
H -1.32113 5.11835 2.47255
H -0.43638 5.05489 3.97550
H -3.04886 3.53022 3.43982
H -2.90559 5.01333 4.38922
H -2.15571 3.51476 4.95234
H 1.35051 4.08664 4.81258
H 2.59122 2.94353 4.36399
H 0.11480 2.28935 6.05342
H 1.76661 2.45431 6.66143
H 1.33857 1.11548 5.59000
H -4.41514 4.23825 -2.05495
H -3.45822 4.68387 -0.66446
H -5.82355 2.72929 -0.62557
H -5.83786 4.38287 -0.00145
H -4.85219 3.14118 0.78013
O -2.16515 -1.71127 1.76137
O -1.53395 -2.66374 1.08338
```

DFT (ωB97M-V/def2-TZVPD) results for 2 unconnected molecules or ions with the total composition C3H9NO2S2.

The HOMO energy comes out at -8.82 eV. The largest force on an atom comes out at 2.04 eV/A. The value obtained for the relative energy (zero: lowest compared OMol25 entry of this formula, charge and spin) is 29.2 kcal/mol. The molar mass is 155.244 u. The SMILES is N[C@H](C=O)CSS.O. For the LUMO energy, the calculation gives 0.664 eV. The frontier orbital gap is 9.5 eV.

XYZ file:
```
17
C3H9NO2S2, DFT ωB97M-V/def2-TZVPD
N 0.91348 -1.01712 -0.24962
C 0.24605 -0.39796 0.84368
C -1.13541 -1.01901 1.20136
O -1.77480 -1.71956 0.45617
C 0.11145 1.10826 0.72063
S 1.71742 1.91236 1.08258
S 2.74352 1.83919 -0.65418
H 1.50881 -1.80483 -0.08003
H 0.44006 -0.99158 -1.13653
H 0.77659 -0.65702 1.77314
H -1.49391 -0.73905 2.20537
H -0.61595 1.54879 1.41013
H -0.30295 1.32379 -0.26658
H 2.70943 3.13811 -1.03151
H -2.41295 -0.56334 -2.64898
H -1.82108 -1.37347 -1.53859
O -1.60977 -0.58754 -2.08704
```

DFT (ωB97M-V/def2-TZVPD) results for a gas-phase ion, C3H5N2 (charge +1).

The HOMO energy comes out at -15.58 eV. The largest force on an atom comes out at 2.98 eV/A. The net charge is +1. The value obtained for the relative energy (zero: lowest compared OMol25 entry of this formula, charge and spin) is 150.5 kcal/mol. The molar mass is 69.087 u. For the LUMO energy, the calculation gives -6.656 eV. The frontier orbital gap is 8.9 eV.

XYZ file:
```
10
C3H5N2, DFT ωB97M-V/def2-TZVPD
C -0.79685 0.86876 -0.04889
C 0.45651 0.15760 0.31960
C -0.45744 -0.29199 -0.95628
N 1.63440 0.20239 -0.09942
N -0.15610 -1.19812 0.15507
H -1.64184 0.75504 0.62444
H -0.73687 1.87008 -0.46258
H 2.13178 1.06969 -0.27656
H 0.46921 -1.98443 -0.06892
H -0.90281 -1.44901 0.81355
```

DFT (ωB97M-V/def2-TZVPD) results for C5H3N in the gas phase.

The HOMO energy comes out at -9.66 eV. The largest force on an atom comes out at 7.70 eV/A. The value obtained for the relative energy (zero: lowest compared OMol25 entry of this formula, charge and spin) is 100.9 kcal/mol. The molar mass is 77.086 u. The SMILES is N#C[C@]12[C@@H]3[C@H]1[C@@H]32. For the LUMO energy, the calculation gives 0.957 eV. The frontier orbital gap is 10.6 eV.

XYZ file:
```
9
C5H3N, DFT ωB97M-V/def2-TZVPD
C 0.23183 -0.69110 2.02297
C 0.11538 -0.48238 -0.94209
C -0.93327 0.50570 -0.55787
C 0.53545 0.88251 -0.59145
C -0.03244 0.03974 0.42178
N 0.29924 -1.14423 3.06683
H 0.34976 -1.49263 -1.30330
H -1.77737 0.81797 -0.99459
H 1.21141 1.56443 -1.12227
```

DFT (ωB97M-V/def2-TZVPD) results for a molecular structure, C2H12N4O.

The HOMO energy comes out at -7.59 eV. The largest force on an atom comes out at 1.14 eV/A. The value obtained for the relative energy (zero: lowest compared OMol25 entry of this formula, charge and spin) is 119.6 kcal/mol. The molar mass is 108.145 u. For the LUMO energy, the calculation gives 0.760 eV. The frontier orbital gap is 8.4 eV.

XYZ file:
```
19
C2H12N4O, DFT ωB97M-V/def2-TZVPD
C -1.33769 -0.78795 -1.50662
C -0.85129 -0.91479 0.90471
N -0.57200 -0.29123 -0.37890
N -0.79573 1.51410 -0.33728
N 0.23036 2.05602 0.30704
H -1.63799 1.54571 0.24457
H 0.21826 1.93756 1.32264
H 1.15491 1.58018 -0.11039
H -1.91432 -0.83430 1.15574
H -0.57432 -1.97362 0.89264
H -1.11915 -1.84421 -1.69078
H -2.41153 -0.68348 -1.32285
H -1.07421 -0.20626 -2.38776
H -0.23510 -0.43093 1.66391
N 2.41903 -0.13573 0.76775
O 1.91398 0.33871 -0.50835
H 0.55589 -0.20882 -0.54382
H 3.26011 0.41411 0.94469
H 2.77079 -1.07509 0.58306
```